Density functional theory data (ωB97M-V/def2-TZVPD) for a structure of composition C28H31N5O3ReS3.

Values from the calculation:
<S²>: 3.79
HOMO energy (alpha / beta), eV: -12.93 / -12.90
Energy above the lowest of the compared OMol25 structures with the same formula, charge and spin, kJ/mol: 0.0
Orbital gap (alpha / beta), eV: 7.39 / 4.45
Total charge: +2
Strongest force on any atom, eV/Å: 0.140
2S+1: 4

Structure (XYZ):
```
71
Properties=species:S:1:pos:R:3:mulliken_charge:R:1
Re 0.071 -0.150 0.135 1.70
C 3.544 0.375 0.749 -1.53
C 2.112 0.754 0.966 0.94
C 1.456 1.646 0.104 -0.83
C 0.112 2.100 0.364 -0.28
C -0.552 1.646 1.508 -0.63
C 0.015 0.620 2.290 -0.57
C 1.326 0.145 1.984 -0.39
H 4.174 1.084 1.292 0.37
H 3.818 0.424 -0.303 0.41
H 3.769 -0.618 1.135 0.36
H 1.974 2.023 -0.767 0.57
H -0.352 2.810 -0.304 0.47
H -1.570 1.963 1.697 0.43
H -0.540 0.183 3.107 0.46
H 1.762 -0.623 2.608 0.67
C -0.157 1.004 -5.655 -1.10
C -0.632 -0.293 -5.020 -1.06
N -1.729 -0.089 -4.059 0.72
C -3.099 -0.048 -4.621 0.15
C -3.645 1.367 -4.720 -1.26
C -1.538 0.029 -2.768 0.33
S 0.128 0.098 -2.209 -0.56
N -2.643 0.134 -2.001 -0.01
C -2.771 -0.182 -0.753 -0.28
O -1.830 -0.623 0.054 -0.66
C -4.109 -0.099 -0.138 0.68
C -4.338 -0.653 1.121 -0.41
C -5.606 -0.607 1.677 -0.92
C -6.644 0.005 0.986 -0.46
C -6.419 0.562 -0.268 -0.80
C -5.158 0.502 -0.835 -0.01
H 0.674 0.793 -6.327 0.43
H 0.185 1.712 -4.900 0.25
H -0.946 1.475 -6.240 0.29
H 0.182 -0.802 -4.509 0.60
H -1.012 -0.984 -5.769 0.46
H -3.734 -0.676 -4.005 -0.36
H -3.034 -0.511 -5.603 0.54
H -3.702 1.835 -3.739 0.24
H -4.648 1.334 -5.145 0.43
H -3.030 1.991 -5.367 0.32
H -3.530 -1.138 1.651 0.46
H -5.786 -1.047 2.649 0.47
H -7.631 0.052 1.428 0.47
H -7.228 1.043 -0.800 0.47
H -4.975 0.921 -1.815 0.40
N -7.023 -4.267 0.554 -0.47
C -5.897 -4.170 -0.193 0.92
C -4.856 -5.107 -0.044 -0.90
C -3.707 -4.997 -0.787 -0.68
C -3.567 -3.943 -1.694 -0.27
C -4.591 -3.006 -1.854 0.21
C -5.741 -3.117 -1.114 -0.75
S -2.115 -3.791 -2.606 1.04
O -2.325 -3.020 -3.791 -0.64
O -1.421 -5.049 -2.658 -0.77
N -1.230 -2.753 -1.612 0.06
C -0.186 -3.132 -0.980 0.29
S 0.577 -4.742 -1.005 0.07
C 1.745 -4.206 0.075 -0.46
C 1.563 -2.878 0.418 -0.43
N 0.517 -2.266 -0.148 0.02
H -7.202 -5.105 1.080 0.21
H -7.827 -3.712 0.318 0.23
H -4.977 -5.932 0.647 0.37
H -2.924 -5.739 -0.694 0.54
H -4.479 -2.205 -2.572 0.33
H -6.538 -2.395 -1.241 0.35
H 2.534 -4.847 0.433 0.45
H 2.208 -2.340 1.094 0.33
```